{"formula": "C3H6N2O", "method": "ωB97M-V/def2-TZVPD", "smiles": "N#C[C@H](O)CN", "lumo_ev": 0.745, "gap_ev": 11.29, "e_above_lowest_kcal_mol": 29.4, "homo_ha": -0.3875, "charge": 0, "species": ["N", "C", "C", "O", "C", "N", "H", "H", "H", "H", "H", "H"], "positions_angstrom": [[-1.173, -0.800, 0.210], [-0.688, 0.544, -0.081], [0.830, 0.546, 0.164], [1.119, 0.006, 1.418], [1.489, -0.226, -0.929], [1.948, -0.843, -1.793], [-2.172, -0.804, 0.382], [-0.992, -1.426, -0.570], [-0.909, 0.905, -1.096], [-1.134, 1.237, 0.638], [1.221, 1.568, 0.131], [0.461, -0.708, 1.527]], "lowdin_charge": [0.01, -0.23, -0.40, -0.02, -0.16, 0.15, 0.08, 0.08, 0.12, 0.12, 0.15, 0.09]}

---

{"formula": "C5H8N2", "method": "ωB97M-V/def2-TZVPD", "smiles": "C1=NNC[C@H]2C[C@H]12", "lumo_ev": 1.125, "gap_ev": 9.46, "e_above_lowest_kcal_mol": 89.0, "homo_ha": -0.3064, "charge": 0, "species": ["C", "C", "C", "C", "C", "H", "H", "H", "H", "H", "H", "H", "H", "N", "N"], "positions_angstrom": [[-0.973, -0.594, -0.806], [1.663, 0.160, 0.150], [0.441, 0.113, 0.921], [-0.576, 0.992, 1.438], [-0.663, 0.578, 0.006], [-1.498, -1.389, -0.279], [-1.565, -0.401, -1.671], [0.482, -1.544, -2.147], [2.579, 0.716, 0.244], [0.187, -0.944, 1.244], [-1.330, 0.527, 2.108], [-0.460, 2.032, 1.643], [-0.284, 1.317, -0.621], [0.400, -1.145, -1.247], [1.597, -0.416, -0.982]], "lowdin_charge": [-0.15, -0.16, -0.26, -0.06, -0.24, 0.11, 0.09, 0.08, 0.10, 0.17, 0.12, 0.10, 0.12, -0.03, 0.01]}

---

{"formula": "CH5OS", "method": "ωB97M-V/def2-TZVPD", "lumo_ev": 4.486, "gap_ev": 6.98, "e_above_lowest_kcal_mol": 0.0, "homo_ha": -0.0917, "charge": -1, "species": ["O", "H", "C", "S", "H", "H", "H", "H"], "positions_angstrom": [[0.949, -1.359, 1.811], [0.610, -1.164, 0.897], [-0.292, 0.866, -1.031], [-0.831, -0.868, -0.811], [-1.080, 1.471, -1.478], [0.581, 0.995, -1.668], [-0.081, 1.287, -0.049], [0.144, -1.228, 2.330]], "lowdin_charge": [-0.18, -0.12, -0.71, 0.08, -0.03, -0.02, -0.02, 0.00]}

---

{"formula": "C4H10FNO", "method": "ωB97M-V/def2-TZVPD", "lumo_ev": [0.794, -4.510], "s_squared": 2.007, "gap_ev": [6.19, 6.01], "e_above_lowest_kcal_mol": 0.0, "multiplicity": 3, "homo_ha": [-0.1982, -0.3865], "charge": 0, "species": ["C", "C", "C", "C", "N", "O", "F", "H", "H", "H", "H", "H", "H", "H", "H", "H", "H"], "positions_angstrom": [[-0.458, 1.485, -0.719], [1.309, -1.438, -0.467], [-0.819, 0.021, -0.267], [0.478, -0.561, 0.378], [0.594, -0.510, 1.620], [-1.990, -0.060, 0.409], [-0.937, 1.162, 2.677], [0.600, 1.489, -0.993], [-0.624, 2.159, 0.037], [-1.257, 1.784, -1.395], [1.505, -1.066, -1.516], [2.245, -1.706, -0.113], [0.595, -2.319, -0.550], [-1.039, -0.487, -1.214], [-0.074, 0.300, 2.209], [1.393, -0.880, 2.100], [-1.793, 0.491, 1.240]], "lowdin_spin": [0.13, 0.12, 0.19, 0.57, 0.41, 0.32, 0.12, 0.01, 0.00, 0.02, 0.01, 0.01, 0.03, 0.01, 0.02, 0.04, 0.00]}

---

no.,energy (eV)
1,-8235.422
2,-8291.139
3,-14001.806
4,-10559.329